Record 1
Density functional theory data (wB97M-V/def2-TZVPD) for a cluster of 2 separate species, C4H11NOS in total at a distorted geometry.

```
! wB97M-V def2-TZVPD RIJCOSX def2/J DEFGRID3
* xyz -1 2
C -0.832 1.652 -3.142
C -0.771 0.758 -2.024
O -1.690 0.733 -1.162
N 0.355 -0.067 -1.892
H -0.643 1.250 -4.111
H -0.216 2.487 -3.040
H 0.460 -0.576 -0.944
H 1.141 -0.169 -2.495
H -1.844 1.886 -3.361
C -0.886 -0.198 2.066
C 1.741 -1.591 2.909
S 0.473 -1.485 1.581
H -0.755 0.247 3.037
H -0.766 0.606 1.339
H -1.900 -0.485 1.955
H 2.023 -2.615 2.804
H 1.409 -1.340 3.930
H 2.700 -1.091 2.550
*
```

Output
Molar mass   121.20 g mol⁻¹
Energy relative to the best compared isomer or geometry (same formula, charge and spin)   27.23 kcal/mol
E_tot   -687.11507 Eh

Here are the natural (NBO) charges for atoms 1 to 5, given in e: -0.78, 0.60, -0.66, -0.95, 0.22

---

Record 2
Density functional theory data (wB97M-V/def2-TZVPD) for a structure of composition C2H7N at a distorted geometry.

```
! wB97M-V def2-TZVPD RIJCOSX def2/J DEFGRID3
* xyz 0 1
C -0.695 0.299 1.792
N 0.054 0.134 0.725
C 0.668 -0.387 -2.098
H -1.032 -0.564 2.386
H -0.572 1.197 2.416
H -1.058 0.463 0.488
H 1.203 -1.206 -1.614
H 1.227 0.540 -2.194
H 0.285 -0.708 -3.062
H -0.115 -0.167 -1.362
*
```

Output
Molar mass   45.09 g mol⁻¹
Energy relative to the best compared isomer or geometry (same formula, charge and spin)   104.29 kcal/mol
E_tot   -134.97879 Eh

Here are the Mulliken charges for atoms 1 to 5, given in e: -0.26, -0.47, -0.74, 0.22, 0.24

---

Record 3
Density functional theory data (wB97M-V/def2-TZVPD) for a structure of composition C18H30BrN2OPPdSi at a distorted geometry.

```
! wB97M-V def2-TZVPD RIJCOSX def2/J DEFGRID3
* xyz 0 5
Pd -0.770 0.258 1.673
Si -2.717 1.131 1.184
P -0.055 1.031 -3.129
N 1.052 0.987 1.378
H -0.049 -0.389 -3.247
C 1.190 1.717 -4.223
H 0.838 2.651 -4.684
H 1.382 0.972 -5.006
H 2.121 1.898 -3.669
C -1.694 1.605 -3.605
H -1.589 2.443 -4.309
H -2.275 1.921 -2.728
H -2.229 0.786 -4.104
C 0.298 1.444 -1.416
H 0.416 2.529 -1.267
H 1.203 0.937 -1.055
H -0.523 1.098 -0.767
C -3.770 -0.079 0.168
H -3.502 -1.121 0.381
H -3.621 0.118 -0.900
H -4.828 0.081 0.422
H -3.511 1.532 2.385
H -2.438 2.306 0.287
C 1.615 1.853 2.197
C 3.646 2.797 3.191
C 3.056 1.973 2.253
C 0.829 2.675 3.068
C 1.447 3.490 4.003
C 2.849 3.551 4.077
H 4.737 2.859 3.248
H 3.633 1.364 1.552
H -0.262 2.582 2.975
H 0.836 4.087 4.682
H 3.323 4.196 4.819
C -0.862 -1.910 -1.792
O -1.172 -1.383 -0.710
C 0.480 -2.569 -1.949
H 0.666 -2.850 -2.990
H 0.520 -3.468 -1.321
H 1.258 -1.886 -1.596
C -1.845 -2.052 -2.930
H -1.337 -2.007 -3.904
H -2.609 -1.270 -2.866
H -2.350 -3.030 -2.881
Br -1.507 -5.438 2.388
C -0.283 -3.987 2.280
C 1.098 -4.206 2.316
C 1.947 -3.128 2.086
C 1.399 -1.859 1.865
N 0.076 -1.678 1.903
C -0.783 -2.694 2.060
H 1.474 -5.212 2.486
H 3.030 -3.225 2.061
H 2.009 -0.974 1.660
H -1.845 -2.458 2.001
*
```

Output
Molar mass   535.84 g mol⁻¹
Energy relative to the best compared isomer or geometry (same formula, charge and spin)   23.92 kcal/mol
E_tot   -4221.07936 Eh

Here are the natural (NBO) charges for atoms 1 to 5, given in e: 0.50, 0.67, 1.32, -0.60, 0.03

---

Record 4
Density functional theory data (wB97M-V/def2-TZVPD) for a structure of composition C5H8S3 at a distorted geometry.

```
! wB97M-V def2-TZVPD RIJCOSX def2/J DEFGRID3
* xyz 0 1
C 0.658 -0.882 0.789
C -0.296 0.098 0.219
C -1.087 -0.416 -1.046
C -1.579 0.284 1.247
C 0.237 1.542 -0.026
H 2.123 -0.853 -1.086
H 0.996 -0.343 1.635
H -0.028 -1.574 1.232
H -0.679 -1.524 -1.243
H -0.598 0.134 -2.083
H -1.626 -0.625 1.902
H -1.765 1.283 1.775
H -0.487 2.408 -0.290
S 1.700 -2.080 -0.096
S -2.671 -0.057 -0.323
S 1.876 1.971 -0.139
*
```

Output
Molar mass   164.32 g mol⁻¹
Energy relative to the best compared isomer or geometry (same formula, charge and spin)   86.64 kcal/mol
E_tot   -1389.72748 Eh

Here are the natural (NBO) charges for atoms 1 to 5, given in e: -0.56, -0.14, -0.59, -0.47, -0.21

---

Record 5
Density functional theory data (wB97M-V/def2-TZVPD) for a cluster of 2 separate species, C10H16FNO4PS2 in total at a distorted geometry.

```
! wB97M-V def2-TZVPD RIJCOSX def2/J DEFGRID3
* xyz -1 1
C 0.333 2.175 -0.680
C 1.513 1.238 -0.033
P 1.184 0.633 1.748
C -0.674 0.552 2.178
C -1.255 -0.833 1.440
S 2.341 1.678 3.217
O 3.417 0.666 3.773
O 3.158 2.820 2.514
N 1.435 2.223 4.612
S 0.165 3.337 4.172
O -1.189 2.640 4.575
O 0.119 3.712 2.666
H 0.786 3.249 -0.874
H -0.678 2.182 -0.091
H 0.116 1.730 -1.766
H 2.504 1.872 -0.041
H 1.708 0.291 -0.694
H -1.292 1.510 1.897
H -0.761 0.318 3.345
H -0.480 -1.104 0.577
H -2.332 -0.622 1.018
H -1.285 -1.731 2.219
H 0.292 4.480 5.012
F 0.334 -1.301 -1.402
C -0.209 -2.021 -2.392
C 0.134 -1.739 -3.710
C -0.427 -2.492 -4.742
C -1.335 -3.511 -4.444
C -1.676 -3.783 -3.119
C -1.106 -3.038 -2.087
H 0.834 -0.938 -3.923
H -0.160 -2.284 -5.775
H -1.776 -4.095 -5.249
H -2.386 -4.575 -2.890
H -1.354 -3.242 -1.050
*
```

Output
Molar mass   328.35 g mol⁻¹
E_tot   -1983.80322 Eh

Here are the natural (NBO) charges for atoms 1 to 5, given in e: -0.63, -0.72, 0.54, -0.72, -0.65

---

Record 6
Density functional theory data (wB97M-V/def2-TZVPD) for an isolated molecule of C5H12OS at a distorted geometry.

```
! wB97M-V def2-TZVPD RIJCOSX def2/J DEFGRID3
* xyz 0 3
C -1.020 0.066 0.429
C -2.376 0.503 0.288
C -0.185 0.911 1.275
C 0.728 -1.924 -0.044
C 1.530 0.267 -1.512
O 2.197 -0.537 -2.402
S -0.094 -0.535 -0.909
H -2.896 0.851 1.237
H -3.060 -0.261 -0.069
H -2.694 1.339 -0.307
H -0.291 0.828 2.389
H -0.330 1.982 1.257
H 0.936 0.914 0.970
H 1.096 -2.645 -0.702
H 1.673 -1.479 0.555
H 0.037 -2.452 0.605
H 2.942 -0.991 -1.951
H 1.187 1.190 -2.015
H 2.262 0.610 -0.615
*
```

Output
Molar mass   120.22 g mol⁻¹
Energy relative to the best compared isomer or geometry (same formula, charge and spin)   44.06 kcal/mol
E_tot   -670.87427 Eh

Here are the natural (NBO) charges for atoms 1 to 5, given in e: -0.10, -0.70, -0.71, -0.80, -0.24